1.
Entry from the Open Molecules 2025 dataset: C5H3NO4 in the gas phase (ωB97M-V with the def2-TZVPD basis set).

Each line ends with the Mulliken charge.
Element x y z (Å)
H -1.331 2.145 -0.103  0.289
O -2.789 -1.755 0.088  -0.458
C 0.863 1.148 -0.011  -0.164
H 1.705 2.063 -0.001  0.332
C 1.079 -0.195 0.017  0.094
O 3.317 -0.134 0.174  -0.537
O 2.327 -2.155 -0.110  -0.501
N 2.311 -0.947 0.011  0.895
C -0.608 1.231 -0.062  -0.455
C -2.460 -0.565 0.055  -0.115
C -1.046 -0.086 0.052  0.605
O -0.056 -0.946 0.004  -0.238
H -3.313 0.195 -0.115  0.253

- ΔE to the lowest compared entry with this formula, charge and spin (kJ/mol) = 229.2
- LUMO level (eV) = -1.5
- SMILES string = O=Cc1ccc([N+](=O)[O-])o1

***

2.
Entry from the Open Molecules 2025 dataset: 2 unconnected molecules or ions with the total composition C5H3O2S (ωB97M-V with the def2-TZVPD basis set).

Each line ends with the Mulliken charge.
Element x y z (Å)
C -2.679 0.209 -0.009  -1.244
O 1.862 -1.737 -0.669  -0.496
S 3.156 1.891 -0.418  -0.423
H -3.326 -0.512 -0.520  0.254
C 1.293 -0.759 -0.201  -0.221
C -0.179 -0.685 -0.169  0.269
C 3.186 0.509 0.382  0.518
H -3.019 0.307 1.025  0.271
O 3.778 -0.204 1.121  -0.424
C -1.286 -0.200 -0.043  0.228
H -2.786 1.180 -0.500  0.269

- ΔE to the lowest compared entry with this formula, charge and spin (kJ/mol) = 253.3
- net charge = -1
- LUMO level (eV) = 3.4

***

3.
Entry from the Open Molecules 2025 dataset: a molecular structure, C5H3O3Tb (ωB97M-V with the def2-TZVPD basis set).

Each line ends with the Mulliken charge.
Element x y z (Å)
H -0.122 -1.790 -1.053  0.262
C -0.636 -1.418 -0.163  -0.514
H -0.120 -0.264 1.679  0.403
O 2.633 1.893 -0.117  -0.490
C -2.254 0.705 -0.378  0.906
O -3.166 1.415 -0.541  -0.104
Tb 3.378 -0.095 -0.661  1.631
O 1.202 0.241 0.163  -0.311
C -1.207 -0.046 -0.249  -0.068
C -0.010 -0.293 0.593  0.001
H -1.187 -2.172 0.403  0.291
C 1.488 1.823 0.324  -0.006

- net charge = +2
- LUMO level (spin up / spin down) (eV) = -8.8 / -11.6
- spin multiplicity = 7

***

Largest force on an atom (eV/Å)
4.1 2.1 6.6
Energy (a.u.)
-547.87349 -740.92682 -1241.65670